Molecular formula: C46H92Br14O16S8
Method: DFT, the ωB97M-V functional and the def2-TZVPD basis

```
176
Properties=species:S:1:pos:R:3:mulliken_charge:R:1
C -41.6325 23.0102 10.0348 -0.64
C -41.0311 22.2558 8.8020 -0.53
C -40.8796 23.2805 7.7100 -0.63
S -42.4607 24.2127 7.7198 1.07
O -43.4523 23.7032 6.8800 -0.61
O -42.1854 25.7166 7.6736 -0.67
C -42.8849 23.8193 9.4790 -0.74
H -41.0320 23.8121 10.4643 0.31
H -42.0478 22.3910 10.8300 0.35
H -41.5887 21.3440 8.5880 0.29
H -40.0913 21.8165 9.1365 0.32
H -40.8395 22.9045 6.6877 0.39
H -40.0805 24.0018 7.8806 0.33
H -43.7276 23.1569 9.2811 0.37
H -43.2066 24.7158 10.0090 0.39
C -27.5141 9.8594 3.1482 -0.70
C -28.9218 9.4806 2.7431 -0.57
C -29.3733 10.8135 2.1246 -0.67
S -29.0304 12.1089 3.3036 1.10
O -30.0311 12.1300 4.4058 -0.64
O -28.4040 13.2717 2.7091 -0.65
C -27.6628 11.1165 3.9661 -0.61
H -26.8871 9.8330 2.2570 0.33
H -27.0134 9.0680 3.7059 0.32
H -29.4176 9.3234 3.7010 0.31
H -28.9326 8.5964 2.1057 0.33
H -30.4004 10.8576 1.7622 0.44
H -28.7473 11.0179 1.2560 0.33
H -27.9765 11.0324 5.0066 0.33
H -26.7538 11.7179 3.9534 0.37
C -31.3267 8.4196 20.1979 -0.54
C -31.6194 7.2389 21.2072 -0.59
C -32.6245 7.7365 22.2719 -0.67
S -33.7233 9.0328 21.3966 1.04
O -33.6426 10.3048 22.0511 -0.61
O -35.0118 8.3856 21.0133 -0.63
C -32.6152 9.1579 19.8921 -0.76
H -30.9800 7.9840 19.2609 0.30
H -30.6570 9.1622 20.6316 0.31
H -30.6889 6.8982 21.6612 0.33
H -32.0030 6.3315 20.7408 0.31
H -32.3232 8.2459 23.1872 0.36
H -33.3175 6.9810 22.6420 0.37
H -32.5858 10.1342 19.4082 0.44
H -33.1605 8.5963 19.1336 0.34
C -36.7666 14.8038 12.0276 -0.55
C -36.8481 14.0723 10.6560 -0.63
C -37.0548 12.5185 10.9332 -0.63
S -37.8967 12.3643 12.5780 1.07
O -36.9530 11.7108 13.4974 -0.62
O -39.2109 11.8062 12.3299 -0.64
C -37.9749 14.2566 12.8918 -0.74
H -36.8676 15.8784 11.8753 0.33
H -35.8360 14.5665 12.5431 0.31
H -35.9654 14.3027 10.0595 0.33
H -37.7116 14.4460 10.1058 0.31
H -36.1000 11.9945 10.9762 0.35
H -37.7296 12.0637 10.2080 0.35
H -37.9913 14.4703 13.9605 0.42
H -38.9434 14.5184 12.4656 0.35
C -35.7789 4.4088 5.0507 -0.71
C -36.9627 3.5277 4.6561 -0.46
C -37.2520 3.9235 3.1625 -0.75
S -37.0682 5.7900 3.0816 1.06
O -38.3709 6.4211 3.2433 -0.62
O -36.2610 6.1756 1.9603 -0.63
C -36.1570 5.9088 4.7124 -0.69
H -34.9279 4.1178 4.4348 0.34
H -35.5340 4.3663 6.1120 0.33
H -37.7912 3.7940 5.3125 0.30
H -36.6505 2.4923 4.7925 0.30
H -38.2026 3.7879 2.6465 0.42
H -36.4546 3.6593 2.4680 0.35
H -36.8163 6.2437 5.5132 0.39
H -35.2862 6.5627 4.7597 0.38
C -38.5397 3.5265 16.4360 -0.64
C -37.0619 3.5798 16.3690 -0.50
C -36.4865 3.1034 15.0339 -0.62
S -38.0071 3.0786 13.9504 1.07
O -38.3228 1.7027 14.1687 -0.61
O -37.7705 3.6800 12.6473 -0.65
C -39.0277 4.0692 15.1016 -0.69
H -38.8515 4.0549 17.3370 0.37
H -38.8827 2.5003 16.5674 0.33
H -36.8048 2.9284 17.2042 0.26
H -36.7150 4.5945 16.5641 0.31
H -35.9753 2.1518 14.8882 0.39
H -35.8992 3.9132 14.6011 0.28
H -40.0865 3.9457 14.8737 0.40
H -38.7519 5.1078 14.9191 0.31
C -43.7960 6.0028 8.8129 -0.64
C -44.7448 6.9131 9.4749 -0.48
C -46.1523 6.4769 9.0497 -0.74
S -46.0375 5.9080 7.2681 1.08
O -46.4126 7.0580 6.4320 -0.62
O -46.6836 4.6028 7.1573 -0.63
C -44.1961 5.8226 7.3043 -0.66
H -43.7912 4.9811 9.1926 0.29
H -42.7890 6.4091 8.9084 0.34
H -44.6290 7.9635 9.2079 0.29
H -44.6189 6.8266 10.5541 0.29
H -46.8800 7.2882 9.0290 0.39
H -46.5104 5.6306 9.6359 0.36
H -43.7448 6.6774 6.8006 0.33
H -44.0112 4.8759 6.7966 0.40
C -42.4781 11.3962 21.4536 -0.50
C -41.6490 12.5352 22.1194 -0.63
C -42.5120 13.8376 21.8205 -0.72
S -43.0994 13.6909 20.0287 1.07
O -42.3508 14.4797 19.1143 -0.62
O -44.5647 13.7314 20.0057 -0.64
C -42.5438 11.9687 20.0008 -0.79
H -43.4905 11.2918 21.8439 0.32
H -41.8796 10.4871 21.3944 0.30
H -40.6648 12.6054 21.6562 0.32
H -41.5069 12.3378 23.1819 0.31
H -41.9969 14.7811 22.0008 0.42
H -43.4174 13.9814 22.4102 0.36
H -41.5422 12.0056 19.5723 0.37
H -43.1985 11.4333 19.3132 0.42
Br -37.0838 19.3474 22.1071 -0.15
C -37.0557 19.5472 20.1392 -0.59
C -38.0961 20.4986 19.6364 -0.58
Br -37.8951 20.9198 17.6975 -0.16
H -37.1543 18.6055 19.5992 0.38
H -36.0448 19.8710 19.8912 0.37
H -38.0429 21.5015 20.0601 0.37
H -39.0728 20.0390 19.7881 0.36
Br -30.2426 17.5953 17.5377 -0.14
C -29.1728 16.7503 18.9906 -0.57
C -28.0285 17.7221 19.3446 -0.66
Br -26.7856 17.9523 17.8136 -0.12
H -28.7728 15.7992 18.6393 0.37
H -29.8224 16.6668 19.8619 0.36
H -27.4502 17.3287 20.1806 0.36
H -28.3383 18.6770 19.7693 0.40
Br -47.1636 12.6221 2.4928 -0.16
C -45.2788 12.5232 3.2032 -0.72
C -45.1603 12.9360 4.7324 -0.45
Br -43.2991 12.6878 5.3384 -0.16
H -44.7791 13.1751 2.4867 0.38
H -44.7870 11.6234 2.8338 0.42
H -45.8089 12.1882 5.1887 0.32
H -45.4630 13.9338 5.0500 0.37
Br -31.6924 19.9844 9.6347 -0.15
C -29.8643 19.5271 9.1133 -0.51
C -29.5968 18.0147 9.4446 -0.65
Br -27.8942 17.3208 8.7162 -0.15
H -29.2009 20.1642 9.6982 0.34
H -29.6916 19.6790 8.0478 0.37
H -30.4654 17.4649 9.0823 0.37
H -29.5712 17.7663 10.5057 0.38
Br -45.7583 15.6516 11.5554 -0.17
C -45.7656 13.9395 12.6235 -0.70
C -47.1462 13.5749 13.2252 -0.50
Br -47.0259 11.8632 14.2141 -0.15
H -45.0136 14.0386 13.4063 0.39
H -45.3763 13.1066 12.0380 0.41
H -47.7134 13.3984 12.3113 0.35
H -47.4882 14.3710 13.8865 0.38
Br -28.7155 7.7068 9.4496 -0.16
C -29.6962 8.9954 10.5036 -0.57
C -28.7128 9.7492 11.3460 -0.60
Br -29.7341 10.6845 12.7551 -0.17
H -30.3895 8.4585 11.1510 0.37
H -30.3435 9.6621 9.9338 0.39
H -28.2607 10.5801 10.8045 0.34
H -28.0157 9.0345 11.7835 0.41
Br -36.4444 18.9745 2.3328 -0.17
C -36.9520 17.1614 2.9575 -0.61
C -37.4324 16.3139 1.7791 -0.48
Br -37.0313 14.4453 2.2950 -0.16
H -37.6606 17.2924 3.7754 0.36
H -35.9961 16.8143 3.3498 0.35
H -36.8456 16.6001 0.9062 0.39
H -38.5177 16.4135 1.7592 0.32
```

LUMO, eV: -0.03